{"formula": "C64H164Br16N12O12", "method": "wB97M-V/def2-TZVPD", "elements": ["Br", "C", "C", "Br", "H", "H", "H", "H", "Br", "C", "C", "Br", "H", "H", "H", "H", "Br", "C", "C", "Br", "H", "H", "H", "H", "Br", "C", "C", "Br", "H", "H", "H", "H", "Br", "C", "C", "Br", "H", "H", "H", "H", "Br", "C", "C", "Br", "H", "H", "H", "H", "Br", "C", "C", "Br", "H", "H", "H", "H", "Br", "C", "C", "Br", "H", "H", "H", "H", "C", "C", "C", "O", "C", "N", "H", "H", "H", "H", "H", "H", "H", "H", "H", "H", "H", "C", "C", "C", "O", "C", "N", "H", "H", "H", "H", "H", "H", "H", "H", "H", "H", "H", "C", "C", "C", "O", "C", "N", "H", "H", "H", "H", "H", "H", "H", "H", "H", "H", "H", "C", "C", "C", "O", "C", "N", "H", "H", "H", "H", "H", "H", "H", "H", "H", "H", "H", "C", "C", "C", "O", "C", "N", "H", "H", "H", "H", "H", "H", "H", "H", "H", "H", "H", "C", "C", "C", "O", "C", "N", "H", "H", "H", "H", "H", "H", "H", "H", "H", "H", "H", "C", "C", "C", "O", "C", "N", "H", "H", "H", "H", "H", "H", "H", "H", "H", "H", "H", "C", "C", "C", "O", "C", "N", "H", "H", "H", "H", "H", "H", "H", "H", "H", "H", "H", "C", "C", "C", "O", "C", "N", "H", "H", "H", "H", "H", "H", "H", "H", "H", "H", "H", "C", "C", "C", "O", "C", "N", "H", "H", "H", "H", "H", "H", "H", "H", "H", "H", "H", "C", "C", "C", "O", "C", "N", "H", "H", "H", "H", "H", "H", "H", "H", "H", "H", "H", "C", "C", "C", "O", "C", "N", "H", "H", "H", "H", "H", "H", "H", "H", "H", "H", "H"], "coordinates": [[3.419, 2.239, 4.989], [1.516, 1.677, 4.767], [1.445, 0.216, 4.392], [-0.346, -0.271, 3.778], [1.113, 2.192, 3.907], [0.927, 1.953, 5.650], [1.662, -0.383, 5.262], [2.079, -0.079, 3.559], [7.146, -5.265, -4.542], [6.689, -5.792, -2.682], [6.982, -4.709, -1.710], [5.846, -3.101, -1.678], [7.331, -6.655, -2.533], [5.620, -5.990, -2.754], [8.046, -4.459, -1.737], [6.810, -5.037, -0.681], [3.605, 3.650, 1.904], [3.593, 5.055, 0.536], [2.621, 4.792, -0.546], [2.633, 6.338, -1.720], [4.629, 5.199, 0.229], [3.365, 5.978, 1.091], [1.579, 4.625, -0.306], [2.962, 4.020, -1.226], [-1.051, 4.566, -1.006], [-1.865, 6.150, -0.302], [-0.736, 6.978, 0.260], [0.219, 6.218, 1.823], [-2.504, 5.819, 0.521], [-2.367, 6.684, -1.091], [-1.213, 7.908, 0.621], [0.032, 7.303, -0.465], [-2.549, 0.510, -5.137], [-2.447, 0.583, -7.115], [-1.033, 0.395, -7.569], [-1.035, 0.247, -9.512], [-2.864, 1.552, -7.306], [-3.158, -0.170, -7.403], [-0.477, -0.468, -7.201], [-0.471, 1.300, -7.350], [2.735, -5.201, -2.879], [2.912, -5.936, -4.741], [1.560, -5.884, -5.450], [0.252, -7.157, -4.801], [3.354, -6.930, -4.661], [3.581, -5.229, -5.239], [1.750, -6.334, -6.415], [1.155, -4.881, -5.621], [-1.726, 4.636, -5.863], [0.224, 4.676, -5.736], [0.705, 3.631, -4.697], [2.636, 3.636, -4.614], [0.456, 5.617, -5.221], [0.493, 4.588, -6.794], [0.364, 2.623, -4.895], [0.378, 3.945, -3.691], [-0.787, 1.177, -0.871], [0.352, 1.527, 0.589], [1.519, 0.644, 0.641], [2.744, 0.981, -0.800], [-0.251, 1.321, 1.443], [0.521, 2.561, 0.666], [1.170, -0.385, 0.661], [2.087, 0.866, 1.557], [-3.918, -3.477, -1.668], [-5.051, -2.416, -1.814], [-5.223, -2.201, -3.368], [-6.507, -1.643, -3.746], [-6.586, -0.253, -3.549], [-6.243, -2.899, -1.157], [-4.252, -4.456, -1.998], [-3.636, -3.614, -0.615], [-3.048, -3.284, -2.227], [-4.823, -1.512, -1.284], [-5.106, -3.129, -3.845], [-4.423, -1.474, -3.605], [-7.428, 0.072, -4.139], [-5.797, 0.340, -3.958], [-6.715, -0.001, -2.497], [-6.385, -3.917, -1.264], [-7.080, -2.427, -1.527], [-0.975, -2.485, 0.327], [-0.343, -3.762, 0.719], [0.951, -3.472, 1.515], [1.847, -2.569, 0.939], [2.403, -2.978, -0.342], [-1.226, -4.532, 1.623], [-1.979, -2.632, -0.022], [-0.480, -1.870, -0.426], [-0.979, -1.811, 1.186], [-0.093, -4.406, -0.117], [1.528, -4.379, 1.722], [0.647, -2.956, 2.431], [3.039, -3.855, -0.161], [2.935, -2.145, -0.841], [1.657, -3.317, -1.083], [-0.872, -5.463, 1.833], [-1.286, -4.086, 2.539], [-1.438, -3.375, -7.159], [-1.984, -4.268, -6.060], [-1.803, -3.674, -4.675], [-0.411, -3.540, -4.421], [-0.095, -3.162, -3.126], [-3.408, -4.532, -6.320], [-1.940, -2.407, -7.335], [-1.505, -3.909, -8.122], [-0.403, -3.142, -6.982], [-1.422, -5.218, -6.028], [-2.149, -4.349, -3.869], [-2.317, -2.745, -4.605], [-0.556, -2.203, -2.881], [0.993, -2.945, -3.081], [-0.358, -3.867, -2.353], [-3.733, -5.414, -5.961], [-4.064, -3.753, -5.994], [-4.588, 6.547, 1.896], [-4.646, 5.458, 3.012], [-3.440, 4.564, 3.006], [-3.371, 3.860, 1.805], [-2.330, 2.921, 1.822], [-4.836, 6.131, 4.306], [-3.690, 7.142, 2.125], [-5.442, 7.213, 1.982], [-4.540, 6.263, 0.845], [-5.498, 4.844, 2.808], [-3.523, 3.849, 3.879], [-2.563, 5.185, 3.168], [-2.416, 2.303, 0.926], [-2.460, 2.256, 2.693], [-1.321, 3.345, 1.803], [-4.012, 6.370, 4.841], [-5.203, 5.464, 4.974], [9.036, -0.317, -0.250], [8.776, 0.250, -1.622], [7.390, 0.861, -1.775], [7.097, 1.086, -3.126], [5.782, 1.554, -3.346], [9.594, 1.439, -1.955], [10.048, -0.775, -0.235], [8.312, -1.099, -0.020], [9.084, 0.432, 0.575], [8.843, -0.577, -2.364], [7.379, 1.758, -1.151], [6.718, 0.106, -1.394], [5.101, 0.698, -3.206], [5.619, 1.909, -4.374], [5.606, 2.323, -2.598], [10.509, 1.142, -2.256], [9.208, 1.938, -2.726], [2.026, -3.871, 7.129], [2.405, -4.735, 5.894], [2.611, -3.872, 4.627], [3.618, -2.893, 4.944], [4.157, -2.301, 3.785], [3.493, -5.605, 6.283], [1.750, -4.637, 7.883], [1.166, -3.245, 7.011], [2.818, -3.183, 7.406], [1.582, -5.392, 5.682], [1.694, -3.382, 4.344], [2.928, -4.559, 3.827], [3.335, -2.095, 3.132], [4.862, -3.008, 3.346], [4.679, -1.443, 4.163], [3.646, -6.247, 5.518], [4.333, -5.086, 6.495], [-5.245, 2.619, -6.352], [-5.845, 3.148, -5.039], [-5.019, 2.942, -3.782], [-5.860, 3.361, -2.754], [-5.119, 3.333, -1.525], [-6.291, 4.562, -5.292], [-4.192, 2.918, -6.471], [-5.792, 3.108, -7.142], [-5.313, 1.547, -6.421], [-6.790, 2.609, -4.887], [-4.049, 3.495, -3.767], [-4.804, 1.880, -3.622], [-4.622, 2.378, -1.385], [-5.704, 3.664, -0.660], [-4.206, 4.010, -1.610], [-6.969, 4.811, -4.579], [-5.439, 5.101, -5.157], [-0.032, 5.008, 5.477], [-1.197, 5.741, 6.153], [-0.941, 6.109, 7.640], [-1.205, 4.930, 8.437], [-0.641, 5.073, 9.742], [-1.352, 6.981, 5.444], [0.693, 5.728, 5.232], [-0.339, 4.384, 4.623], [0.327, 4.253, 6.203], [-2.121, 5.106, 6.146], [-1.641, 6.878, 7.987], [0.126, 6.419, 7.837], [0.471, 5.047, 9.736], [-1.016, 4.136, 10.235], [-0.974, 6.013, 10.167], [-1.369, 6.844, 4.409], [-2.064, 7.628, 5.759], [-1.536, -3.290, 5.762], [-2.661, -3.735, 4.869], [-3.913, -4.084, 5.630], [-4.821, -4.642, 4.694], [-6.054, -5.030, 5.321], [-2.938, -2.644, 3.973], [-1.925, -2.580, 6.507], [-0.768, -2.834, 5.193], [-1.252, -4.136, 6.369], [-2.392, -4.643, 4.323], [-4.326, -3.267, 6.195], [-3.667, -4.897, 6.321], [-5.969, -5.748, 6.131], [-6.734, -5.401, 4.579], [-6.580, -4.172, 5.737], [-3.843, -2.672, 3.553], [-2.689, -1.745, 4.367], [-7.045, 1.261, 2.015], [-6.857, -0.218, 1.779], [-5.805, -0.915, 2.728], [-4.527, -0.284, 2.796], [-3.849, -0.488, 1.570], [-8.056, -1.019, 2.086], [-7.777, 1.607, 1.291], [-6.164, 1.929, 2.088], [-7.521, 1.414, 2.976], [-6.514, -0.388, 0.731], [-5.657, -2.023, 2.507], [-6.283, -0.824, 3.687], [-4.351, -0.114, 0.650], [-3.650, -1.556, 1.411], [-2.848, -0.029, 1.552], [-8.881, -0.502, 1.849], [-8.028, -1.883, 1.526], [0.905, -0.469, -4.829], [2.319, -0.255, -5.401], [3.145, -1.493, -5.199], [4.468, -1.293, -5.702], [5.295, -2.307, -5.143], [2.121, -0.099, -6.859], [0.570, -1.493, -4.991], [0.177, 0.217, -5.262], [0.890, -0.264, -3.757], [2.801, 0.609, -4.983], [2.650, -2.381, -5.633], [3.156, -1.549, -4.081], [5.326, -2.143, -4.076], [6.338, -2.159, -5.460], [4.913, -3.314, -5.406], [3.114, -0.110, -7.154], [1.762, 0.821, -7.136], [7.677, -0.746, 4.350], [7.826, 0.199, 3.191], [6.567, 0.636, 2.538], [5.710, -0.480, 2.285], [4.742, -0.177, 1.310], [8.524, 1.411, 3.634], [7.064, -0.274, 5.104], [8.651, -0.912, 4.851], [7.206, -1.719, 4.184], [8.484, -0.261, 2.422], [6.781, 1.111, 1.616], [6.047, 1.338, 3.197], [5.177, 0.185, 0.334], [4.040, 0.591, 1.709], [4.149, -1.009, 1.110], [8.628, 2.058, 2.855], [7.971, 1.876, 4.407]], "molar_mass_g_mol": 2572.55, "homo_ha": -0.326, "e_lumo_ha": 0.0049, "orbital_gap_ha": 0.33108}